# 1
A molecular structure, C31H21BBr2Cl72F3N4O2. Source: the OMol25 dataset; level of theory: ωB97M-V/def2-TZVPD.

## Properties
Net charge: +1
Electronic energy: -1093062.004 eV
Gap between HOMO and LUMO: 9.43 eV
2S+1: 1
Lowest unoccupied orbital energy: -0.0830 Ha

Structure (XYZ):
```
136
C31H21BBr2Cl72F3N4O2 ωB97M-V/def2-TZVPD
C -2.00232 -6.37651 -5.73890
C -2.18392 -5.60956 -7.04417
O -1.53631 -5.91392 -8.00949
N -3.15072 -4.54872 -7.14494
C -3.32495 -3.75627 -5.91725
C -2.02403 -3.05531 -5.45600
C -2.38825 -1.64011 -4.95329
C -1.12205 -0.75982 -4.72216
C -0.86483 -0.38736 -3.30607
N 0.16066 -0.70050 -2.49767
C 1.29517 -1.57391 -2.86929
C 1.66977 -2.60076 -1.79560
C 0.99471 -3.97005 -1.86546
F 1.74839 -4.81354 -1.10740
Br 0.99121 -4.73806 -3.65017
C -0.44340 -4.01786 -1.21693
F -1.09445 -2.85366 -1.37214
F -0.37251 -4.29234 0.07270
Br -1.55474 -5.40261 -2.06106
C 0.02099 -0.09699 -1.27541
C -1.15886 0.58939 -1.31445
N -1.67411 0.38890 -2.57231
B -3.00250 1.02178 -2.94230
N -3.10569 2.25646 -3.69319
O -4.12404 0.36549 -2.53700
H -1.51090 -5.72473 -5.01283
H -1.34282 -7.21717 -5.93521
H -2.95127 -6.70248 -5.30927
H -4.05135 -4.95315 -7.38408
H -4.04834 -2.98316 -6.15075
H -3.70232 -4.34088 -5.06878
H -1.34227 -2.99095 -6.30933
H -1.56564 -3.58003 -4.61705
H -3.05044 -1.69465 -4.08660
H -2.95814 -1.17090 -5.75354
H -0.27051 -1.27376 -5.16499
H -1.24374 0.15407 -5.31137
H 1.11557 -1.99574 -3.85049
H 2.15210 -0.90283 -2.98039
H 2.73920 -2.79570 -1.89784
H 1.54970 -2.21179 -0.78257
H 0.74789 -0.21817 -0.49389
H -1.58711 1.15746 -0.49957
H -3.72304 2.13342 -4.48858
H -3.47824 3.01505 -3.13300
H -3.94138 -0.54055 -2.25691
C -6.07574 -6.46409 -3.76069
Cl -7.67642 -6.77002 -3.09366
Cl -5.53662 -4.84339 -3.28921
Cl -4.93378 -7.66369 -3.14066
Cl -6.13977 -6.56868 -5.52708
C -0.10437 3.80534 1.80724
Cl -0.58636 4.31014 3.42398
Cl 0.17448 5.22481 0.80571
Cl 1.35888 2.82946 1.91744
Cl -1.39554 2.83779 1.03846
C -4.83528 -0.05966 -8.53347
Cl -4.64672 0.35773 -10.23390
Cl -6.54635 -0.25520 -8.15115
Cl -3.97797 -1.56913 -8.19083
Cl -4.14967 1.23709 -7.52980
C 3.61239 -1.75309 -6.54523
Cl 4.33216 -2.43368 -7.99869
Cl 3.09613 -3.06094 -5.46423
Cl 4.79058 -0.73613 -5.70928
Cl 2.19911 -0.77555 -6.98294
C 2.96641 4.40794 5.61853
Cl 4.39147 4.30522 6.64711
Cl 3.45876 4.87376 3.98599
Cl 2.18172 2.81944 5.56497
Cl 1.82970 5.59405 6.25678
C -1.38654 8.90276 1.69501
Cl -1.15320 7.50047 2.74395
Cl -0.33680 10.22047 2.21274
Cl -0.99196 8.45315 0.02693
Cl -3.07791 9.41277 1.78726
C -3.43274 1.30905 5.18412
Cl -2.04619 1.15443 6.26819
Cl -2.86889 1.81209 3.58392
Cl -4.26354 -0.24580 5.05584
Cl -4.54638 2.52488 5.81690
C -5.20922 4.35656 1.04252
Cl -4.50948 3.73262 -0.46806
Cl -5.70457 2.99448 2.04975
Cl -3.99829 5.32560 1.88885
Cl -6.60598 5.36045 0.65794
C 5.79380 1.39270 9.36585
Cl 4.59091 1.29621 8.07395
Cl 5.52439 0.07435 10.50969
Cl 7.41442 1.26159 8.66681
Cl 5.63232 2.94751 10.19898
C 7.70875 1.14012 4.70771
Cl 9.15254 0.94124 5.70982
Cl 8.18236 1.62960 3.07698
Cl 6.82073 -0.38804 4.62756
Cl 6.66170 2.37358 5.40843
C -11.90884 -7.36899 -3.03796
Cl -10.49995 -7.48095 -1.96974
Cl -11.37603 -6.89566 -4.65577
Cl -12.71130 -8.93791 -3.11419
Cl -13.02788 -6.15918 -2.40575
C 9.72749 0.81539 12.56220
Cl 11.30955 1.56448 12.32101
Cl 8.50239 1.72388 11.67036
Cl 9.76566 -0.84909 11.96614
Cl 9.33019 0.81554 14.28406
C 4.18087 -6.31928 -0.37847
Cl 4.23638 -5.82119 -2.07627
Cl 2.49302 -6.48321 0.13060
Cl 5.00848 -7.86470 -0.18565
Cl 4.97748 -5.10209 0.62212
C 4.57530 8.64542 7.41793
Cl 5.33616 9.97384 8.29763
Cl 2.85554 9.00387 7.21931
Cl 5.33191 8.48220 5.82814
Cl 4.79622 7.14136 8.32692
C -4.57080 9.20687 -2.19790
Cl -3.98038 8.56056 -3.73455
Cl -4.77650 7.87765 -1.04506
Cl -3.40193 10.36958 -1.56270
Cl -6.12338 10.00709 -2.45256
C 4.57183 -4.76713 4.81065
Cl 3.70936 -5.22951 6.28100
Cl 3.45905 -4.79703 3.43744
Cl 5.22116 -3.13238 4.99774
Cl 5.89751 -5.89773 4.51928
C -1.84049 14.04615 3.89234
Cl -3.08624 15.27253 4.14307
Cl -0.65159 14.64030 2.72674
Cl -1.03636 13.69716 5.42697
Cl -2.58024 12.56670 3.26865
C 8.65295 -10.00175 0.83838
Cl 9.46722 -10.82715 -0.49283
Cl 8.96001 -8.26370 0.73413
Cl 6.91067 -10.29272 0.73454
Cl 9.25910 -10.61795 2.37758
```

Here are the Mulliken charges for atoms 1 to 99, given in e:
1 C -0.055
2 C 0.373
3 O -0.564
4 N -0.202
5 C -1.090
6 C 0.526
7 C 0.651
8 C -0.896
9 C 0.384
10 N 0.302
11 C -0.065
12 C -1.286
13 C 0.365
14 F 0.064
15 Br -0.014
16 C 0.323
17 F -0.102
18 F -0.219
19 Br -0.041
20 C -0.693
21 C -0.675
22 N 0.445
23 B 0.880
24 N -0.518
25 O -0.473
26 H -0.332
27 H 0.383
28 H 0.042
29 H 0.313
30 H 0.901
31 H -0.275
32 H 0.417
33 H -0.450
34 H 0.138
35 H -0.347
36 H -0.129
37 H 0.541
38 H 0.027
39 H 0.094
40 H 0.467
41 H 0.397
42 H 0.601
43 H 0.278
44 H 0.152
45 H 0.232
46 H 0.307
47 C 0.248
48 Cl -0.005
49 Cl -0.084
50 Cl -0.101
51 Cl -0.107
52 C 0.150
53 Cl -0.030
54 Cl -0.037
55 Cl -0.097
56 Cl 0.096
57 C 0.320
58 Cl -0.083
59 Cl -0.103
60 Cl -0.037
61 Cl -0.112
62 C 0.275
63 Cl -0.078
64 Cl -0.023
65 Cl -0.096
66 Cl -0.106
67 C 0.267
68 Cl 0.016
69 Cl -0.105
70 Cl -0.088
71 Cl -0.060
72 C 0.247
73 Cl -0.015
74 Cl -0.071
75 Cl -0.103
76 Cl -0.072
77 C 0.176
78 Cl -0.084
79 Cl 0.068
80 Cl -0.103
81 Cl -0.085
82 C 0.045
83 Cl -0.020
84 Cl -0.072
85 Cl 0.098
86 Cl -0.074
87 C 0.153
88 Cl -0.025
89 Cl -0.067
90 Cl 0.024
91 Cl -0.069
92 C 0.167
93 Cl -0.092
94 Cl -0.111
95 Cl -0.035
96 Cl 0.068
97 C 0.384
98 Cl -0.098
99 Cl -0.100

# 2
A molecular structure, C31H21BCrI2N2O9SSb. Source: the OMol25 dataset; level of theory: ωB97M-V/def2-TZVPD.

## Properties
Electronic energy: -116563.066 eV
Gap between HOMO and LUMO (spin up / spin down): 5.23 / 5.22 eV
2S+1: 4
Lowest unoccupied orbital energy (spin up / spin down): -0.1212 / -0.1236 Ha

Structure (XYZ):
```
69
C31H21BCrI2N2O9SSb ωB97M-V/def2-TZVPD
Cr 1.04959 -0.94819 0.48143
O -2.86613 0.27638 -0.28949
C -1.84108 -0.40226 -0.36474
O -0.64991 0.02103 -0.01187
C -1.99807 -1.84168 -0.88867
C -3.27891 -2.20888 -1.35911
C -3.44850 -3.43296 -1.96649
C -2.46413 -4.39535 -2.10647
C -1.24013 -4.05246 -1.52953
C -0.93524 -2.79402 -0.96414
O 0.31303 -2.59732 -0.61865
N -0.12450 -4.97711 -1.61917
O -0.36761 -5.96165 -2.37384
O 0.98132 -4.88481 -1.03946
N -4.74449 -3.76107 -2.41263
O -5.64918 -2.89073 -2.25996
O -4.92111 -4.88238 -2.95568
H -4.13293 -1.50537 -1.25699
H -2.64631 -5.35402 -2.59979
O -0.93175 -1.23679 2.90058
B 0.18022 -1.86356 2.24529
O 0.42416 -3.09358 2.91062
C -0.42595 -3.12108 4.03819
C -0.43927 -4.04247 5.03656
C -1.34738 -3.80403 6.08756
C -2.13314 -2.68285 6.10566
C -2.09364 -1.72378 5.06280
C -1.22479 -1.99592 4.04222
H 0.16578 -4.95596 5.00623
H -1.40919 -4.55057 6.88954
H -2.85211 -2.53380 6.92902
H -2.70865 -0.81594 5.09155
I 3.22728 -2.30950 0.90526
I 5.08365 -0.19320 1.58153
S 1.58608 0.88185 1.72493
Sb 1.10423 2.13065 -0.29039
C 2.40364 0.96306 -1.52899
C 1.92620 -0.16251 -2.20867
C 2.81616 -0.99147 -2.89439
C 4.17379 -0.72597 -2.84487
C 4.65697 0.34550 -2.11887
C 3.77013 1.21601 -1.48530
C -0.80963 2.58600 -1.17061
C -1.71149 3.30251 -0.41925
C -2.97562 3.55523 -0.94864
C -3.29922 3.12914 -2.23757
C -2.33921 2.49600 -3.00690
C -1.06926 2.29854 -2.49868
C 2.06520 4.02984 0.14317
C 1.73124 5.10294 -0.66661
C 2.28811 6.36830 -0.42592
C 3.14259 6.54787 0.64964
C 3.45077 5.47247 1.47875
C 2.91000 4.21082 1.22497
H 0.84636 -0.37302 -2.27171
H 2.42372 -1.87154 -3.41700
H 4.85390 -1.39638 -3.39783
H 5.72883 0.50283 -2.03920
H 4.15309 2.09272 -0.95405
H -1.47198 3.66528 0.57387
H -3.70677 4.09971 -0.34290
H -4.29067 3.29158 -2.65602
H -2.53707 2.18106 -4.03440
H -0.28573 1.85506 -3.13361
H 1.05881 4.97938 -1.52309
H 2.06563 7.20458 -1.10387
H 3.51997 7.55318 0.89936
H 4.11207 5.60245 2.33537
H 3.15823 3.37223 1.89190
```

Atomic charges from the natural (NBO) analysis, expressed in e, are listed below:
1 Cr 0.758
2 O -0.624
3 C 0.799
4 O -0.830
5 C -0.293
6 C -0.023
7 C -0.078
8 C -0.089
9 C -0.082
10 C 0.474
11 O -0.778
12 N 0.508
13 O -0.414
14 O -0.361
15 N 0.506
16 O -0.395
17 O -0.390
18 H 0.282
19 H 0.292
20 O -0.700
21 B 0.847
22 O -0.699
23 C 0.210
24 C -0.231
25 C -0.223
26 C -0.215
27 C -0.263
28 C 0.295
29 H 0.230
30 H 0.218
31 H 0.218
32 H 0.234
33 I 0.305
34 I 0.050
35 S -0.562
36 Sb 1.723
37 C -0.312
38 C -0.310
39 C -0.179
40 C -0.199
41 C -0.186
42 C -0.251
43 C -0.323
44 C -0.153
45 C -0.200
46 C -0.169
47 C -0.198
48 C -0.245
49 C -0.278
50 C -0.253
51 C -0.209
52 C -0.183
53 C -0.209
54 C -0.253
55 H 0.242
56 H 0.238
57 H 0.229
58 H 0.227
59 H 0.231
60 H 0.216
61 H 0.224
62 H 0.224
63 H 0.225
64 H 0.220
65 H 0.225
66 H 0.226
67 H 0.223
68 H 0.224
69 H 0.240

Listing largest force on an atom for the structures above in their given order: 3.2; 3.7 eV/Å.